Entry 1
C6H8N | the ωB97M-V functional and the def2-TZVPD basis

Values from the calculation:
**Lowest unoccupied orbital energy (spin up / spin down)**: -0.214 / -0.216 Ha
**Charge**: +1

Each atom is followed by the atoms it is bonded to, with distances in Å.
Element x y z (Å)
1 C 0.61078 0.04528 -0.49083  C4 1.365, C5 1.401
2 C -2.30717 -0.38110 -0.57481  C6 1.533, N7 1.211, H8 1.154
3 C 2.76514 0.45254 -0.21937  C4 1.421, C5 1.505, H9 1.103, H10 1.134
4 C 1.83695 -0.32973 -0.95803  C1 1.365, C3 1.421, C5 1.663, H11 1.161
5 C 1.50426 0.23247 0.57139  C1 1.401, C3 1.505, C4 1.663, H12 1.165
6 C -2.31450 0.26001 0.81805  C2 1.533, H13 1.000, H14 1.132, H15 1.067
7 N -1.45127 -0.62354 -1.39633  C2 1.211
8 H -3.28883 -0.81776 -0.99674  C2 1.154
9 H 3.58469 -0.13223 0.23133  C3 1.103
10 H 2.87908 1.50056 -0.63670  C3 1.134
11 H 2.09188 -1.31219 -1.52232  C4 1.161
12 H 1.30708 -0.21581 1.62824  C5 1.165
13 H -2.78816 1.13047 0.68227  C6 1.000
14 H -2.99777 -0.32659 1.50338  C6 1.132
15 H -1.43217 0.51763 1.36046  C6 1.067

***

Entry 2
C6H8N | the ωB97M-V functional and the def2-TZVPD basis

Values from the calculation:
**Lowest unoccupied orbital energy**: -0.180 Ha
**SMILES**: C[n+]1ccccc1
**Charge**: +1

Each atom is followed by the atoms it is bonded to, with distances in Å.
Element x y z (Å)
1 C -2.15999 -0.19014 0.04372  N2 1.405, H8 1.093, H9 1.173, H10 1.226
2 N -0.76906 0.01086 0.04360  C1 1.405, C3 1.356, C7 1.382
3 C -0.13331 1.14174 -0.35019  N2 1.356, C4 1.391, H11 1.092
4 C 1.25156 1.25836 -0.29986  C3 1.391, C5 1.411, H12 1.072
5 C 2.14825 0.21296 0.00464  C4 1.411, C6 1.395, H13 1.119
6 C 1.63784 -1.02870 0.38345  C5 1.395, C7 1.514, H14 1.104
7 C 0.12489 -0.98175 0.39885  N2 1.382, C6 1.514, H15 1.075
8 H -2.34845 -1.14554 0.54066  C1 1.093
9 H -2.94430 0.56280 0.48378  C1 1.173
10 H -2.73032 -0.33172 -1.03218  C1 1.226
11 H -0.79163 1.91027 -0.76043  C3 1.092
12 H 1.68072 2.09402 -0.81624  C4 1.072
13 H 3.24796 0.38749 0.11105  C5 1.119
14 H 2.13731 -1.99274 0.58350  C6 1.104
15 H -0.35145 -1.90791 0.66564  C7 1.075

***

Relative energies in kcal/mol: entry 1 146.0; entry 2 0.0

***

Entry 1
C6H8N | the ωB97M-V functional and the def2-TZVPD basis

Values from the calculation:
**Lowest unoccupied orbital energy**: -0.174 Ha
**Charge**: +1

Each atom is followed by the atoms it is bonded to, with distances in Å.
Element x y z (Å)
1 C -1.43832 0.34156 -0.71146  C2 1.278, C3 1.552, C5 1.820
2 C -2.29224 1.28614 -0.82046  C1 1.278
3 C -1.95491 -0.59476 0.41273  C1 1.552, C4 1.302, H8 0.995
4 C -0.89031 -1.34469 0.43134  C3 1.302, C5 1.554, H9 1.023
5 C 0.02715 -0.73741 -0.66597  C1 1.820, C4 1.554, N7 1.465, H10 1.049
6 C 1.17173 1.19493 0.30727  N7 1.462, H11 1.194, H12 1.031, H13 1.104
7 N 1.29663 -0.16704 -0.20843  C5 1.465, C6 1.462, H14 0.976, H15 1.070
8 H -2.79278 -0.49267 0.93987  C3 0.995
9 H -0.45876 -2.05787 1.02482  C4 1.023
10 H 0.15981 -1.25584 -1.56780  C5 1.049
11 H 2.13225 1.89289 0.18002  C6 1.194
12 H 0.36512 1.65667 -0.13878  C6 1.031
13 H 1.06664 1.25426 1.40505  C6 1.104
14 H 1.71073 -0.69699 0.49910  N7 0.976
15 H 1.89726 -0.27918 -1.08730  N7 1.070

***

Entry 2
C6H8N | the ωB97M-V functional and the def2-TZVPD basis

Values from the calculation:
**Lowest unoccupied orbital energy**: -0.173 Ha
**Charge**: +1

Each atom is followed by the atoms it is bonded to, with distances in Å.
Element x y z (Å)
1 C -0.83232 -0.79713 0.07897  C3 1.337, N7 1.474, H8 1.038
2 C 1.32062 2.08425 0.03345  C5 1.254, H9 1.076, H10 1.120
3 C -1.90162 0.00075 -0.00448  C1 1.337, C4 1.311
4 C -3.13931 0.43288 -0.01237  C3 1.311, H11 1.050, H12 1.027
5 C 0.88068 0.90992 0.02271  C2 1.254, N7 1.250
6 C 1.54290 -1.36219 0.02731  N7 1.454, H13 1.059, H14 1.027, H15 1.078
7 N 0.55346 -0.29677 0.04314  C1 1.474, C5 1.250, C6 1.454
8 H -0.77755 -1.78216 0.40023  C1 1.038
9 H 1.19250 2.89928 -0.65750  C2 1.076
10 H 1.89738 2.37845 0.94755  C2 1.120
11 H -3.33534 0.80980 -0.97216  C4 1.050
12 H -3.68527 0.88452 0.73095  C4 1.027
13 H 2.58787 -1.21217 -0.05227  C6 1.059
14 H 1.27378 -1.84002 -0.84056  C6 1.027
15 H 1.24972 -2.10668 0.75005  C6 1.078

***

Relative energies in kcal/mol: entry 1 68.5; entry 2 0.0

***

Entry 1
C3H7N2OS | the ωB97M-V functional and the def2-TZVPD basis

Values from the calculation:
**Lowest unoccupied orbital energy**: -0.184 Ha
**Charge**: +1

Each atom is followed by the atoms it is bonded to, with distances in Å.
Element x y z (Å)
1 C 0.58911 0.17709 -0.17582  C3 1.409, N4 1.252, H8 1.050
2 C -3.33719 -0.38484 -0.28633  N5 1.322, O6 1.345, S7 1.696
3 C 1.58091 1.11702 0.16934  C1 1.409, H9 1.111, H10 1.077, H11 1.144
4 N -0.40665 -0.04617 0.54940  C1 1.252, H12 0.971
5 N -2.45554 -1.33728 -0.53921  C2 1.322, H13 0.993, H14 1.256
6 O -4.61880 0.00863 -0.39779  C2 1.345, S7 1.737
7 S -3.51349 1.26422 0.06893  C2 1.696, O6 1.737
8 H 0.68109 -0.29415 -1.10918  C1 1.050
9 H 1.51301 1.24079 1.27181  C3 1.111
10 H 2.58745 0.78682 -0.02498  C3 1.077
11 H 1.25222 1.99974 -0.48048  C3 1.144
12 H -0.36073 0.36775 1.42689  N4 0.971
13 H -2.83731 -2.06201 -1.10077  N5 0.993
14 H -1.40160 -0.93283 0.01165  N5 1.256

***

Entry 2
C3H7N2OS | the ωB97M-V functional and the def2-TZVPD basis

Values from the calculation:
**Lowest unoccupied orbital energy**: -0.172 Ha
**Charge**: +1

Each atom is followed by the atoms it is bonded to, with distances in Å.
Element x y z (Å)
1 C 0.27480 1.70232 -0.23954  C3 1.373, H8 1.139, H9 1.094
2 C -0.63903 -1.30823 -0.85825  N4 1.307, N5 1.308, H10 1.032
3 C 0.11082 0.59476 0.55458  C1 1.373, N4 1.425, S7 1.715
4 N 0.03369 -0.75976 0.11840  C2 1.307, C3 1.425
5 N -1.58660 -0.83363 -1.62557  C2 1.308, H11 1.035, H12 0.948
6 O 2.11114 0.41475 2.19198  S7 1.586, H13 0.995
7 S 0.53744 0.60935 2.21602  C3 1.715, O6 1.586, H14 1.389
8 H 0.34007 1.44283 -1.34635  C1 1.139
9 H 0.34527 2.74624 0.07956  C1 1.094
10 H -0.50114 -2.32018 -1.00899  C2 1.032
11 H -1.85976 -1.31377 -2.50035  N5 1.035
12 H -1.66281 0.11094 -1.58932  N5 0.948
13 H 2.48236 -0.40854 1.77504  O6 0.995
14 H 0.01373 -0.67708 2.23279  S7 1.389

***

Entry 3
C3H7N2OS | the ωB97M-V functional and the def2-TZVPD basis

Values from the calculation:
**Lowest unoccupied orbital energy**: -0.180 Ha
**SMILES**: C/C=N/[C@]1([NH3+])OS1
**Charge**: +1

Each atom is followed by the atoms it is bonded to, with distances in Å.
Element x y z (Å)
1 C -1.71152 1.73046 -0.37787  C2 1.465, H8 1.041, H9 1.094, H10 1.024
2 C -1.17048 0.37015 -0.43271  C1 1.465, N3 1.270, H11 1.056
3 N 0.00645 0.20224 0.01470  C2 1.270, C4 1.293
4 C 0.89346 -0.73027 -0.10822  N3 1.293, N5 1.514, O6 1.327, S7 2.181
5 N 1.71204 -0.89907 1.15370  C4 1.514, H12 1.081, H13 1.055, H14 1.018
6 O 1.60201 -1.00397 -1.19651  C4 1.327, S7 1.825
7 S 0.70535 -2.59309 -1.22753  C4 2.181, O6 1.825
8 H -2.32914 1.64404 0.45519  C1 1.041
9 H -1.08578 2.62123 -0.26510  C1 1.094
10 H -2.30154 1.84669 -1.20703  C1 1.024
11 H -1.76918 -0.39270 -0.85022  C2 1.056
12 H 2.56981 -1.47522 0.83468  N5 1.081
13 H 1.07231 -1.40810 1.82038  N5 1.055
14 H 1.80622 0.08764 1.38655  N5 1.018

***

Entry 4
C3H7N2OS | the ωB97M-V functional and the def2-TZVPD basis

Values from the calculation:
**Lowest unoccupied orbital energy**: -0.169 Ha
**Charge**: +1

Each atom is followed by the atoms it is bonded to, with distances in Å.
Element x y z (Å)
1 C -2.96777 0.22229 -0.23327  S7 1.569, H8 1.153, H9 1.100
2 C 1.33667 0.79406 -0.19096  N4 1.312, N5 1.317, H10 1.220
3 C 0.36836 -1.14958 0.90958  N4 1.268, O6 1.306, H14 1.095
4 N 0.90053 -0.42593 0.01467  C2 1.312, C3 1.268
5 N 2.54243 1.03673 -0.66099  C2 1.317, H11 0.988, H12 1.015
6 O -0.15666 -2.30818 0.61309  C3 1.306, H13 0.919
7 S -1.89548 1.30574 0.13911  C1 1.569
8 H -3.88581 0.01117 0.43156  C1 1.153
9 H -2.81910 -0.35908 -1.15517  C1 1.100
10 H 0.55552 1.72328 -0.30992  C2 1.220
11 H 2.73999 1.99139 -0.81900  N5 0.988
12 H 3.29549 0.41303 -0.39007  N5 1.015
13 H -0.19270 -2.37335 -0.30272  O6 0.919
14 H 0.17854 -0.88157 1.95407  C3 1.095

***

Relative energies in kcal/mol: entry 1 31.9; entry 2 21.6; entry 3 38.9; entry 4 0.0